DFT (the ωB97M-V functional and the def2-TZVPD basis) results for C38H41Ge2IIrO4S2 as an isolated structure in a non-equilibrium geometry.

Positions of all 89 atoms, in Å:
Ir: -0.246 -0.371 -0.952
O: -1.344 1.623 -0.829
S: -1.851 2.958 -1.314
C: -0.891 3.402 -2.843
C: 0.625 3.403 -2.726
C: 1.186 1.981 -2.767
C: 2.676 1.892 -2.505
S: 3.150 0.206 -1.881
O: 2.085 -0.137 -0.867
C: 2.722 -0.677 -3.407
C: 1.535 -1.372 -3.519
C: 1.217 -2.003 -4.710
C: 2.099 -1.940 -5.775
C: 3.306 -1.271 -5.644
C: 3.628 -0.635 -4.456
C: -1.049 4.138 -0.196
C: -1.494 5.451 -0.191
C: -0.904 6.360 0.674
C: 0.096 5.945 1.540
C: 0.520 4.627 1.538
C: -0.050 3.718 0.664
H: -1.259 4.398 -3.087
H: -1.224 2.701 -3.608
H: 0.917 3.908 -1.803
H: 1.040 3.974 -3.559
H: 0.954 1.533 -3.735
H: 0.665 1.400 -1.986
H: 2.995 2.588 -1.730
H: 3.267 2.052 -3.402
H: 0.859 -1.427 -2.667
H: 0.288 -2.543 -4.803
H: 1.849 -2.415 -6.709
H: 4.000 -1.246 -6.468
H: 4.566 -0.112 -4.348
H: -2.290 5.765 -0.850
H: -1.228 7.389 0.682
H: 0.550 6.652 2.216
H: 1.293 4.317 2.222
H: 0.262 2.681 0.645
I: -4.482 -8.005 -3.231
C: -3.420 -6.234 -2.796
C: -3.678 -5.080 -3.528
C: -3.009 -3.912 -3.216
C: -2.062 -3.906 -2.194
C: -1.796 -5.077 -1.483
C: -2.480 -6.239 -1.771
C: -1.361 -2.662 -1.809
O: -1.794 -1.530 -2.157
O: -0.321 -2.725 -1.100
H: -4.403 -5.095 -4.326
H: -3.208 -3.002 -3.759
H: -1.051 -5.060 -0.704
H: -2.294 -7.140 -1.207
C: 2.293 -0.149 4.932
Ge: 2.283 -0.088 2.933
C: 3.042 -1.792 2.234
C: 3.256 1.556 2.313
Ge: -0.161 -0.291 1.560
C: -0.624 -1.936 2.620
C: -0.796 -1.803 3.992
C: -1.205 -2.894 4.737
C: -1.456 -4.105 4.114
C: -1.287 -4.236 2.746
C: -0.848 -3.154 1.999
C: -1.251 1.145 2.475
C: -2.597 1.165 2.134
C: -3.456 2.043 2.776
C: -2.967 2.909 3.740
C: -1.617 2.915 4.050
C: -0.758 2.032 3.418
H: 3.315 0.076 5.231
H: 2.040 -1.146 5.280
H: 1.634 0.570 5.408
H: 4.105 -1.814 2.460
H: 2.897 -1.874 1.162
H: 2.561 -2.634 2.723
H: 4.300 1.282 2.166
H: 3.209 2.334 3.072
H: 2.865 1.946 1.378
H: -0.623 -0.846 4.466
H: -1.320 -2.800 5.806
H: -1.773 -4.956 4.699
H: -1.484 -5.185 2.270
H: -0.683 -3.255 0.936
H: -2.977 0.495 1.371
H: -4.508 2.047 2.527
H: -3.641 3.575 4.257
H: -1.233 3.600 4.789
H: 0.298 2.027 3.661

Force components x, y, z for each atom (eV/Å):
Ir -0.447 -2.081 0.364
O 0.680 -1.934 0.212
S 1.217 1.030 -0.350
C -0.186 -0.081 0.358
C 0.114 -0.203 0.135
C -0.172 -0.122 0.144
C 0.112 -0.380 0.289
S -0.404 0.640 -1.716
O -1.768 -0.335 1.296
C 0.334 0.083 0.341
C -0.245 0.120 0.369
C 0.036 0.031 -0.007
C -0.006 0.001 0.016
C 0.042 0.077 0.036
C -0.028 0.054 0.074
C -0.358 -0.098 -0.120
C -0.049 -0.008 -0.070
C -0.009 0.005 -0.016
C 0.037 0.021 -0.033
C -0.047 0.073 -0.097
C 0.008 -0.306 -0.174
H -0.176 0.044 -0.050
H -0.204 0.014 -0.045
H 0.106 0.042 -0.062
H -0.082 0.107 0.039
H -0.044 -0.104 0.050
H 0.305 0.415 -0.485
H 0.082 0.016 0.080
H 0.179 0.043 -0.029
H 0.260 -0.221 -0.333
H -0.121 -0.046 0.006
H -0.008 -0.109 -0.113
H 0.097 0.023 -0.105
H 0.177 0.032 -0.038
H -0.111 0.062 -0.059
H -0.071 0.061 -0.023
H 0.017 0.094 0.079
H 0.120 -0.103 0.070
H 0.007 0.037 0.049
I 0.293 0.482 0.098
C -0.294 -0.456 -0.107
C -0.006 -0.103 0.037
C 0.146 0.128 0.133
C 0.080 0.078 0.078
C 0.108 0.203 -0.055
C -0.111 -0.040 -0.095
C -0.532 -1.076 -0.270
O 0.088 2.039 0.795
O 1.352 2.010 0.752
H -0.065 0.006 -0.057
H -0.079 0.094 -0.080
H 0.084 -0.052 0.112
H 0.031 -0.043 0.010
C -0.556 -0.034 -0.747
Ge 1.562 -0.245 0.386
C -0.598 0.471 0.022
C -0.697 -0.389 0.101
Ge -1.377 -0.230 0.585
C 0.410 0.841 -1.049
C 0.059 0.242 0.174
C 0.059 0.163 0.155
C -0.003 -0.115 0.056
C 0.034 0.051 -0.100
C 0.091 -0.397 -0.269
C 0.600 -0.497 -0.833
C -0.052 -0.132 -0.142
C -0.066 -0.071 -0.072
C -0.008 0.079 0.069
C 0.042 0.002 0.109
C 0.251 -0.212 -0.044
H 0.184 0.068 -0.150
H -0.052 -0.096 -0.043
H -0.077 0.111 -0.028
H 0.155 0.157 0.073
H 0.030 0.012 -0.137
H -0.096 -0.013 0.074
H 0.051 -0.194 -0.002
H -0.093 -0.036 0.064
H -0.036 0.015 -0.119
H -0.044 0.054 0.150
H -0.069 0.025 0.092
H -0.037 -0.045 0.053
H -0.020 -0.061 -0.087
H -0.013 -0.066 0.028
H -0.092 0.008 0.032
H -0.064 -0.015 -0.019
H -0.031 0.086 -0.007
H 0.028 0.076 0.107
H 0.036 0.124 0.083

Output
molecular weight: 1090.217 g mol⁻¹
expectation value of S²: 0.980
multiplicity: 2
net charge: +2

=====

DFT (the ωB97M-V functional and the def2-TZVPD basis) results for one molecule with the formula C4H4OSe in a non-equilibrium geometry.

Positions of all 10 atoms, in Å:
C: 0.766 0.854 -0.190
C: 0.583 -0.525 -0.277
C: -0.090 1.329 0.771
C: -0.484 -0.801 0.713
O: -0.816 0.347 1.304
Se: -1.211 -2.413 1.355
H: 1.461 1.435 -0.764
H: 1.043 -1.262 -0.895
H: -0.259 2.325 1.134
H: -2.244 -2.561 0.340

Force components x, y, z for each atom (eV/Å):
C 1.013 -2.183 -1.297
C 0.535 1.914 -0.250
C 0.664 2.028 -0.270
C -0.224 -2.846 -0.427
O -2.550 0.513 2.664
Se 0.705 0.503 0.260
H 0.090 0.164 -0.073
H 0.214 -0.082 -0.238
H -0.043 0.032 0.060
H -0.404 -0.043 -0.429

Output
molecular weight: 147.035 g mol⁻¹
expectation value of S²: 2.025
multiplicity: 3

=====

DFT (the ωB97M-V functional and the def2-TZVPD basis) results for a 2-piece molecular cluster, C4H10N2 overall in a non-equilibrium geometry.

Positions of all 16 atoms, in Å:
C: 0.651 -0.367 -0.387
C: 1.212 0.482 0.691
C: 1.492 -0.509 -1.626
C: -2.870 1.090 1.327
N: -0.107 -1.509 0.004
N: -0.806 -0.531 -0.457
H: 1.686 1.313 0.180
H: 2.034 0.001 1.097
H: 0.526 0.797 1.555
H: 1.484 0.379 -2.187
H: 1.119 -1.204 -2.312
H: 2.500 -0.796 -1.347
H: -2.284 0.331 0.879
H: -3.619 0.947 2.103
H: -2.906 2.027 0.855
H: -0.112 -2.451 -0.374

Force components x, y, z for each atom (eV/Å):
C -0.688 -0.843 -0.054
C -1.180 1.353 0.491
C -0.039 0.291 1.111
C -0.911 -0.039 0.880
N 1.356 -2.104 2.174
N -1.235 1.904 -1.968
H -0.338 0.760 0.194
H 1.646 -1.239 1.148
H 0.768 -0.462 -1.658
H 0.406 1.561 -0.527
H -0.758 -1.471 -0.718
H 0.275 0.093 -0.026
H 0.237 -0.630 -0.029
H 0.379 -0.313 -0.131
H 0.111 1.117 -0.571
H -0.031 0.023 -0.315

Output
molecular weight: 86.138 g mol⁻¹
multiplicity: 1

=====

DFT (the ωB97M-V functional and the def2-TZVPD basis) results for C16H41Br3O15S5 as an isolated structure in a non-equilibrium geometry.

Positions of all 80 atoms, in Å:
O: 1.079 2.403 -1.228
S: 2.072 3.188 -1.902
O: 2.875 2.598 -2.916
O: 1.399 4.476 -2.498
C: -0.048 4.503 -2.596
C: -0.512 3.862 -3.900
C: 3.193 3.931 -0.761
H: -0.342 5.553 -2.574
H: -0.500 4.071 -1.704
H: 0.004 4.406 -4.697
H: -1.577 3.997 -4.077
H: -0.224 2.816 -3.977
H: 2.646 4.573 -0.077
H: 3.827 4.563 -1.386
H: 3.812 3.161 -0.317
O: -1.634 2.019 5.584
S: -0.744 1.361 4.698
O: -1.202 0.238 3.939
O: -0.112 2.414 3.722
C: -0.919 2.779 2.553
C: -1.656 4.072 2.811
C: 0.696 0.913 5.571
H: -1.616 1.968 2.351
H: -0.158 2.892 1.788
H: -2.020 4.454 1.852
H: -0.964 4.839 3.166
H: -2.466 3.953 3.523
H: 1.278 0.209 4.984
H: 0.331 0.504 6.509
H: 1.263 1.819 5.779
O: -3.573 0.942 -1.288
S: -3.028 -0.350 -1.059
O: -2.982 -0.921 0.235
O: -3.842 -1.310 -2.026
C: -4.047 -2.695 -1.641
C: -5.279 -3.202 -2.347
C: -1.420 -0.400 -1.747
H: -4.196 -2.747 -0.566
H: -3.158 -3.258 -1.930
H: -5.568 -4.143 -1.875
H: -5.100 -3.446 -3.397
H: -6.073 -2.460 -2.342
H: -1.481 -0.060 -2.777
H: -1.022 -1.407 -1.699
H: -0.870 0.288 -1.110
O: 1.844 -0.249 -7.436
S: 1.868 0.386 -6.168
O: 0.797 1.235 -5.764
O: 1.988 -0.775 -5.127
C: 2.123 -0.401 -3.732
C: 1.764 -1.563 -2.896
C: 3.383 1.257 -5.992
H: 1.425 0.426 -3.566
H: 3.111 0.002 -3.506
H: 1.614 -1.255 -1.860
H: 2.566 -2.309 -2.846
H: 0.888 -2.134 -3.198
H: 4.185 0.571 -6.257
H: 3.499 1.614 -4.973
H: 3.360 2.103 -6.673
O: 1.130 -2.684 5.090
S: 0.900 -3.246 3.798
O: 1.824 -3.007 2.736
O: 0.842 -4.808 3.937
C: 0.271 -5.373 5.140
C: -0.921 -6.236 4.762
C: -0.731 -2.839 3.269
H: 0.003 -4.599 5.850
H: 1.024 -6.042 5.551
H: -1.799 -5.638 4.516
H: -1.199 -6.867 5.607
H: -0.634 -6.860 3.919
H: -1.371 -2.773 4.147
H: -1.113 -3.698 2.715
H: -0.730 -1.941 2.663
C: 2.413 -0.107 1.576
Br: 3.418 0.154 -0.042
Br: 0.539 0.163 1.231
Br: 2.951 1.212 2.888
H: 2.629 -1.080 1.984

Force components x, y, z for each atom (eV/Å):
O -0.004 -0.012 -0.041
S 0.152 0.083 0.663
O 0.288 -0.470 -0.554
O -0.295 0.207 0.102
C -1.072 0.158 -0.261
C 0.732 0.538 0.026
C 0.011 0.556 -0.622
H 0.402 0.073 -0.112
H 0.227 -0.322 -0.055
H -0.059 -0.215 -0.094
H -0.104 -0.126 0.265
H -0.142 -0.057 0.042
H 0.020 -0.271 0.293
H 0.007 -0.006 0.068
H -0.212 -0.110 0.274
O -0.779 0.400 0.531
S 0.583 -0.411 -0.149
O -0.383 -0.237 -0.019
O -0.094 0.185 -0.376
C 0.124 0.427 0.565
C 0.387 0.364 -0.356
C 0.176 0.187 0.277
H 0.174 -0.078 -0.296
H -0.240 -0.099 -0.293
H -0.294 -0.168 0.112
H -0.007 -0.118 0.192
H -0.075 0.013 -0.013
H -0.060 -0.070 0.163
H 0.128 -0.258 0.007
H 0.005 -0.026 -0.015
O -0.062 0.411 0.152
S -0.165 -0.021 -1.453
O 0.015 -0.381 1.278
O -0.150 -0.185 0.129
C -0.071 0.130 -0.093
C 0.189 -0.333 -0.614
C -0.181 0.172 -0.024
H 0.173 0.089 0.027
H 0.006 -0.051 0.115
H -0.293 0.161 0.086
H 0.185 0.154 0.048
H -0.129 -0.109 0.362
H 0.092 0.137 0.007
H 0.061 -0.071 0.153
H 0.377 -0.006 -0.306
O -0.048 -0.208 -0.484
S 0.017 0.280 -0.130
O -0.371 0.451 0.100
O 0.733 -0.512 0.404
C -0.977 1.038 -0.254
C 0.386 -1.496 1.127
C 0.300 -0.069 0.072
H 0.040 -0.090 0.065
H 0.145 -0.278 -0.211
H -0.050 0.156 -0.089
H 0.053 0.148 -0.155
H -0.201 0.416 -0.344
H 0.012 0.051 -0.045
H -0.101 0.068 0.034
H -0.060 -0.016 -0.075
O 0.141 0.384 0.288
S -0.186 0.245 -0.145
O 0.136 0.107 -0.236
O 0.019 -0.198 0.133
C -0.401 -0.936 -0.064
C -0.039 0.304 0.081
C -0.465 -0.840 0.079
H 0.203 0.126 0.067
H 0.230 0.352 0.125
H 0.053 -0.015 -0.188
H 0.080 -0.057 -0.017
H -0.186 -0.107 -0.022
H 0.130 0.443 0.065
H 0.237 0.166 -0.340
H -0.010 0.144 0.166
C -0.059 0.929 -0.088
Br 0.274 -0.220 -0.043
Br 0.247 -0.695 -0.007
Br 0.326 -0.079 -0.009
H -0.247 -0.229 -0.053

Output
molecular weight: 873.536 g mol⁻¹
multiplicity: 1

=====

We obtain energy relative to the best compared isomer or geometry (same formula, charge and spin) values of 79.78, 0.00, 133.04, 0.00 kcal per mole for the records listed above, in that order.
We obtain energy values of -7125.14290, -2631.30897, -267.71331, -11475.74516 Ha for the records listed above, in that order.